Record 1
This record from the Open Molecules 2025 dataset describes a cluster of 3 separate species, C4H16NO3 in total in a non-equilibrium geometry. The level of theory is ωB97M-V with the def2-TZVPD basis set.

```
24
Properties=species:S:1:pos:R:3:forces:R:3:nbo_charge:R:1
O -1.233 -1.452 -2.501 -1.54 0.36 -0.05 -0.73
C -1.959 -0.498 -1.713 0.49 -0.45 1.18 -0.09
C -0.878 0.168 -0.870 -0.97 1.40 -0.62 -0.07
N -0.124 -0.865 -0.061 -1.97 -0.88 0.34 -0.51
C 0.840 -0.363 0.911 3.26 0.47 1.88 -0.48
C 0.050 0.829 -1.849 1.10 1.43 0.40 -0.65
H -1.887 -1.833 -3.105 0.44 -0.24 -0.06 0.50
H -2.729 -0.941 -1.072 0.11 -0.53 -0.03 0.17
H -2.501 0.297 -2.230 0.38 -0.11 -0.56 0.21
H -1.388 0.918 -0.180 1.01 -1.08 -0.46 0.26
H -0.906 -1.289 0.475 0.73 -0.15 -0.21 0.44
H 0.211 -1.613 -0.689 0.05 0.48 0.11 0.46
H 1.012 0.704 0.822 -0.49 0.11 -0.19 0.24
H 1.911 -0.752 0.965 -1.43 -0.14 -1.27 0.28
H 0.598 -0.572 1.954 -0.96 0.10 -0.29 0.25
H 0.606 0.103 -2.457 -0.46 0.32 -0.06 0.24
H -0.486 1.600 -2.445 0.25 -0.87 0.13 0.25
H 0.789 1.420 -1.297 0.10 -0.10 -0.11 0.22
H 4.914 -0.670 1.875 0.32 0.04 0.33 0.48
H 4.388 0.038 3.183 0.36 -0.18 -0.16 0.49
O 4.167 -0.233 2.287 -0.79 0.12 -0.23 -0.97
H -1.158 2.079 2.947 -0.39 0.03 0.23 0.49
H -2.557 1.387 2.702 0.04 0.29 0.40 0.49
O -1.679 1.538 2.348 0.36 -0.41 -0.73 -0.98
```
Forces are in eV/Å.

Summary:
multiplicity	1
Kohn-Sham gap	0.4281	Ha
net charge	+1
LUMO energy	-2.77	eV
HOMO level	-14.42	eV



Record 2
This record from the Open Molecules 2025 dataset describes a structure of composition C4H16NO6 in a non-equilibrium geometry. The level of theory is ωB97M-V with the def2-TZVPD basis set.

```
27
Properties=species:S:1:pos:R:3:forces:R:3:nbo_charge:R:1
O 2.226 -2.632 -1.045 0.61 -0.05 -0.28 -0.63
C 1.672 -1.890 -0.269 0.42 1.92 0.51 0.53
N 2.170 -0.591 0.063 -1.10 -2.00 0.94 -0.65
C 1.722 0.247 1.246 -1.60 -0.39 -2.04 -0.22
C 0.171 0.534 1.108 0.75 -0.74 -0.45 -0.52
C -0.517 -0.210 2.240 -2.55 2.24 1.93 -0.05
O -1.841 -0.634 1.945 -0.75 -0.62 -1.92 -0.82
H 0.705 -2.175 0.136 -0.24 0.43 0.47 0.16
H 3.103 -0.480 -0.283 0.38 0.20 0.02 0.38
H 2.216 1.177 1.075 0.64 0.63 0.25 0.20
H 1.898 -0.133 2.265 0.47 -0.22 -0.57 0.18
H -0.020 1.652 1.042 0.05 -1.85 0.55 0.28
H -0.238 0.065 0.143 0.83 0.74 1.56 0.25
H -0.136 -1.021 2.778 2.19 -1.94 -0.37 0.15
H -0.520 0.453 3.253 -0.62 -0.41 -2.16 0.12
H -1.898 -1.125 0.969 0.97 1.77 2.25 0.52
H -1.704 -2.226 -0.872 -0.60 -1.94 -0.31 0.45
O -1.369 -1.418 -0.556 0.03 1.35 -0.31 -1.11
H -1.651 -0.849 -1.611 -0.17 0.10 -0.05 0.50
H -1.702 -0.705 -3.413 1.81 -2.76 -4.42 0.43
O -2.026 -0.339 -2.679 -1.31 2.45 4.47 -1.08
H -0.889 3.655 -0.186 -1.24 1.51 0.61 0.45
H -0.435 2.575 -1.094 1.15 0.43 1.97 0.51
O -0.176 3.053 -0.170 0.00 -0.93 -2.73 -1.01
H -0.790 0.642 -2.621 0.44 1.66 2.00 0.52
H 0.215 0.977 -1.357 0.33 -0.73 0.22 0.48
O -0.186 1.398 -2.110 -0.91 -0.84 -2.15 -1.03
```
Forces are in eV/Å.

Summary:
multiplicity	1
Kohn-Sham gap	0.3382	Ha
net charge	-1
LUMO energy	3.59	eV
HOMO level	-5.61	eV



Record 3
This record from the Open Molecules 2025 dataset describes a cluster of 5 separate species, C4H16O3S in total in a non-equilibrium geometry. The level of theory is ωB97M-V with the def2-TZVPD basis set.

```
24
Properties=species:S:1:pos:R:3:forces:R:3:lowdin_spin:R:1
C -2.492 -1.351 1.670 -1.71 -2.15 -1.31 0.00
C -2.727 -0.272 0.524 0.17 0.91 0.09 0.02
C -1.335 0.498 0.331 -0.95 -2.10 -1.90 0.06
C -1.187 1.408 -1.024 1.37 -0.72 2.52 0.06
S 0.545 2.014 -0.801 -1.13 -0.58 -0.15 0.72
H -3.484 -1.604 2.182 1.48 1.10 -0.11 0.00
H -2.341 -2.416 1.257 0.42 1.71 0.08 0.00
H -1.637 -1.146 2.345 -0.85 0.17 -0.22 0.00
H -3.443 0.497 0.893 0.45 -0.47 -0.03 0.00
H -3.217 -0.596 -0.458 1.13 -0.15 1.39 0.00
H -0.543 -0.335 0.336 -0.59 0.94 -0.49 0.01
H -1.160 1.028 1.219 0.25 1.11 1.09 0.00
H -1.841 2.317 -0.990 0.40 -1.00 -0.37 0.00
H -1.229 0.706 -1.863 -0.30 0.57 -0.17 0.01
H 1.458 -0.379 0.166 -0.67 0.97 -0.72 0.08
H 2.226 1.217 0.372 -0.32 0.50 -0.31 0.01
H 3.143 1.679 1.483 0.29 -0.53 -0.04 0.00
O 3.094 1.057 0.733 -0.06 -0.06 0.41 0.01
H 4.528 -0.870 -1.569 0.76 0.54 -0.71 0.00
H 3.552 -0.390 -0.427 1.63 -1.32 -0.88 0.00
O 3.879 -1.183 -0.960 -2.18 0.93 1.78 0.00
H 2.080 -1.001 -1.623 0.64 -0.24 -0.74 0.00
H 0.863 -0.062 -1.656 0.46 -0.73 -0.92 0.01
O 1.267 -0.819 -2.139 -0.69 0.60 1.71 0.00
```
Forces are in eV/Å.

Summary:
multiplicity	2
Kohn-Sham gap (spin up / spin down)	0.2096 / 0.2273	Ha
net charge	+1
LUMO energy (spin up / spin down)	-9.06 / -8.58	eV
⟨S²⟩	0.77
HOMO level (spin up / spin down)	-14.77 / -14.76	eV



Record 4
This record from the Open Molecules 2025 dataset describes a cluster of 4 separate species, C4H16O4 in total. The level of theory is ωB97M-V with the def2-TZVPD basis set.

```
24
Properties=species:S:1:pos:R:3:forces:R:3:nbo_charge:R:1
C -2.428 -2.289 1.737 -0.17 -0.02 -0.41 -0.24
O -1.796 -1.079 2.075 0.12 0.15 0.38 -0.75
H -3.203 -2.477 2.479 0.03 -0.09 0.04 0.17
H -2.916 -2.228 0.753 0.05 0.01 0.09 0.15
H -1.741 -3.139 1.702 0.02 0.02 0.16 0.16
H -0.922 -1.046 1.666 -0.10 -0.12 -0.29 0.49
C 1.551 -1.161 -0.450 -0.37 0.74 0.13 -0.24
O 0.502 -0.735 0.412 -0.10 -0.32 0.04 -0.78
H 2.511 -0.832 -0.046 0.15 -0.27 -0.09 0.16
H 1.506 -2.240 -0.550 0.08 -0.07 0.10 0.18
H 1.413 -0.707 -1.438 0.13 -0.12 -0.05 0.16
H 0.701 0.148 0.760 0.15 0.03 -0.08 0.50
C 1.655 1.953 2.897 0.37 0.15 -0.21 -0.25
O 1.277 1.701 1.538 0.11 0.12 0.26 -0.75
H 2.743 1.909 3.005 -0.05 -0.05 0.02 0.17
H 1.323 2.943 3.211 -0.14 -0.05 0.08 0.17
H 1.220 1.192 3.534 -0.19 -0.06 -0.09 0.20
H 1.703 2.371 0.995 -0.09 -0.04 -0.08 0.48
C -0.530 0.878 -3.872 -0.22 -0.25 -0.44 -0.25
O -1.943 1.043 -3.980 0.14 0.03 0.04 -0.72
H -0.037 1.075 -4.827 0.06 0.16 0.10 0.16
H -0.133 1.541 -3.106 0.04 0.00 0.05 0.17
H -0.308 -0.163 -3.628 -0.01 0.05 0.22 0.17
H -2.150 1.343 -4.867 -0.02 0.00 0.04 0.47
```
Forces are in eV/Å.

Summary:
multiplicity	1
structure (SMILES)	CO.CO.CO.CO
Kohn-Sham gap	0.3643	Ha
LUMO energy	0.50	eV
HOMO level	-9.42	eV



Record 5
This record from the Open Molecules 2025 dataset describes a cluster of 5 separate species, C4H16O4 in total in a non-equilibrium geometry. The level of theory is ωB97M-V with the def2-TZVPD basis set.

```
24
Properties=species:S:1:pos:R:3:forces:R:3:nbo_charge:R:1
C -2.053 0.820 -0.727 -0.58 -0.46 1.11 -0.39
C -1.034 1.183 -1.483 -0.15 -0.62 -0.26 -0.18
C 0.065 2.121 -1.120 0.88 0.67 0.03 -0.45
C -0.313 3.230 -0.128 0.00 -0.18 0.48 -0.61
H -2.851 0.135 -1.008 0.40 -0.02 -0.57 0.19
H -2.161 1.049 0.333 0.24 0.62 -0.21 0.19
H -0.957 0.689 -2.446 0.00 0.27 -0.21 0.19
H 0.944 1.579 -0.751 -0.19 -0.22 0.13 0.21
H 0.468 2.586 -2.024 -0.30 -0.02 -0.16 0.21
H 0.039 3.055 0.882 0.13 -0.43 0.21 0.21
H 0.099 4.215 -0.355 -0.22 -0.10 -0.43 0.21
H -1.393 3.253 -0.040 -0.19 0.46 -0.13 0.21
O -0.135 -1.419 1.569 0.26 -0.26 0.00 -0.95
H -0.821 -2.075 1.405 -0.13 0.23 -0.24 0.47
H 0.676 -1.940 1.652 -0.10 0.24 0.28 0.47
O 2.240 -2.260 -0.597 -0.15 0.56 -0.38 -0.95
H 1.332 -1.979 -0.790 -0.01 -0.12 0.22 0.48
H 2.752 -1.616 -1.111 0.02 -0.36 0.24 0.47
O 2.274 -0.987 3.012 0.12 -0.24 0.23 -0.94
H 3.098 -1.476 2.900 -0.11 0.25 -0.18 0.47
H 2.139 -0.454 2.224 0.14 -0.02 -0.06 0.48
O -1.381 -2.917 -0.548 0.36 0.93 -0.15 -0.96
H -0.743 -3.563 -0.233 -0.63 -0.51 -0.12 0.48
H -2.284 -3.228 -0.614 0.22 -0.67 0.16 0.49
```
Forces are in eV/Å.

Summary:
multiplicity	1
structure (SMILES)	C=CCC.O.O.O.O
Kohn-Sham gap	0.3581	Ha
LUMO energy	0.38	eV
HOMO level	-9.36	eV



Record 6
This record from the Open Molecules 2025 dataset describes a cluster of 4 separate species, C4H16O4 in total in a non-equilibrium geometry. The level of theory is ωB97M-V with the def2-TZVPD basis set.

```
24
Properties=species:S:1:pos:R:3:forces:R:3:nbo_charge:R:1
C 0.620 1.909 -2.036 1.48 -0.50 -0.49 -0.27
O -0.700 1.717 -1.573 0.11 0.51 0.22 -0.73
H 1.382 1.891 -1.246 -0.34 0.01 0.25 0.17
H 0.894 1.081 -2.696 -0.36 -0.02 0.04 0.19
H 0.826 2.813 -2.619 -0.64 0.17 0.10 0.17
H -0.847 2.412 -0.918 -0.22 -0.19 -0.07 0.48
C -2.421 -1.314 1.119 -0.01 -0.47 0.17 -0.25
O -1.397 -0.450 0.656 -0.11 0.23 0.07 -0.74
H -3.425 -0.940 0.919 0.04 0.10 -0.01 0.17
H -2.334 -2.308 0.667 0.01 0.10 -0.14 0.17
H -2.312 -1.454 2.197 0.01 0.15 -0.02 0.17
H -1.776 0.157 0.013 0.13 -0.07 -0.09 0.48
C 0.296 -2.123 -1.739 -0.26 0.32 0.78 -0.26
O -0.668 -1.251 -2.333 0.41 -0.47 -0.10 -0.73
H 0.249 -3.152 -2.091 -0.24 0.23 -0.55 0.18
H 1.304 -1.722 -1.892 0.05 -0.23 0.06 0.16
H 0.069 -2.175 -0.666 0.38 0.00 -0.03 0.17
H -0.542 -0.430 -1.843 -0.42 0.14 -0.16 0.47
C 1.467 0.770 2.779 -0.01 0.20 0.24 -0.25
O 2.543 1.679 2.579 0.07 -0.01 -0.17 -0.73
H 1.778 -0.100 3.363 -0.02 -0.04 -0.03 0.16
H 0.735 1.327 3.363 -0.09 -0.13 -0.02 0.18
H 0.991 0.439 1.854 0.08 0.02 -0.06 0.18
H 3.270 1.225 2.143 -0.06 -0.05 0.00 0.46
```
Forces are in eV/Å.

Summary:
multiplicity	1
structure (SMILES)	CO.CO.CO.CO
Kohn-Sham gap	0.3883	Ha
LUMO energy	0.59	eV
HOMO level	-9.97	eV